[1]
{
  "formula": "C2H2ClN3S",
  "method": "the ωB97M-V functional and the def2-TZVPD basis",
  "elements": ["N", "Cl", "C", "N", "C", "N", "S", "H", "H"],
  "positions_angstrom": [[-0.185, 0.378, 0.566], [4.048, 0.861, -0.491], [0.080, -0.432, -0.409], [-1.552, 0.499, 0.617], [-1.931, -0.300, -0.375], [-0.951, -0.884, -1.099], [2.981, -0.389, 0.609], [0.449, 0.780, 1.255], [-2.939, -0.513, -0.673]],
  "atomic_forces_ev_per_a": [[-0.973, 0.626, 0.881], [-0.006, 0.120, -0.145], [1.581, -1.154, -1.173], [-0.299, -0.321, 0.009], [-0.272, 0.633, 0.182], [2.623, 0.186, 1.058], [-1.874, -0.345, -0.720], [-0.405, -0.130, -0.433], [-0.374, 0.384, 0.341]],
  "mulliken_charge": [0.26, -0.04, 0.29, -0.64, -0.05, -0.46, -0.01, 0.25, 0.40],
  "e_lumo_ha": [-0.129, -0.129],
  "homo_lumo_gap_ev": [6.0, 6.0],
  "e_above_lowest_ev": 3.562,
  "total_energy_ev": -29929.387
}

---

[2]
{
  "formula": "C2H2ClNS",
  "method": "the ωB97M-V functional and the def2-TZVPD basis",
  "elements": ["S", "Cl", "C", "N", "H", "H", "C"],
  "positions_angstrom": [[-1.283, 0.601, 0.982], [0.450, -1.842, 0.161], [1.136, 0.643, -0.216], [2.111, 1.272, -0.250], [-2.025, -0.420, 0.677], [-0.458, -0.062, -1.140], [0.071, -0.192, -0.214]],
  "atomic_forces_ev_per_a": [[1.920, -0.133, -0.623], [0.041, -0.443, 0.035], [5.189, 3.010, 0.023], [-1.446, -0.669, 0.082], [-1.030, -0.817, -0.078], [-0.099, -0.609, -0.599], [-4.575, -0.340, 1.160]],
  "mulliken_charge": [-0.14, -0.10, 0.08, -0.33, 0.15, 0.32, 0.02],
  "e_lumo_ha": 0.002,
  "homo_lumo_gap_ev": 10.3,
  "e_above_lowest_ev": 0.032,
  "total_energy_ev": -26952.820,
  "smiles": "N#C[C@H](S)Cl"
}

---

[3]
{
  "formula": "C2H2ClO2",
  "method": "the ωB97M-V functional and the def2-TZVPD basis",
  "elements": ["C", "Cl", "O", "H", "H", "C", "O"],
  "positions_angstrom": [[0.360, -0.834, 0.673], [1.214, -1.279, 1.930], [0.241, 0.548, 0.391], [-0.506, 1.901, -0.754], [-0.449, 0.395, -1.583], [-0.241, 0.919, -0.676], [-0.619, -1.649, 0.019]],
  "atomic_forces_ev_per_a": [[-8.752, -6.619, -5.259], [1.444, -0.090, 1.212], [0.619, -0.060, 0.956], [-0.364, 3.019, 0.379], [0.179, -1.634, -0.159], [-0.282, -0.669, -1.191], [7.156, 6.053, 4.062]],
  "mulliken_charge": [0.62, 0.08, -0.07, 0.31, 0.31, 0.14, -0.38],
  "total_charge": 1,
  "e_lumo_ha": -0.289,
  "homo_lumo_gap_ev": 8.7,
  "e_above_lowest_ev": 2.500,
  "total_energy_ev": -18711.528
}

---

[4]
{
  "formula": "C2H2ClO2P",
  "method": "the ωB97M-V functional and the def2-TZVPD basis",
  "elements": ["H", "Cl", "C", "O", "H", "O", "P", "C"],
  "positions_angstrom": [[0.277, 1.689, -1.628], [2.139, -0.715, -1.300], [0.667, -0.128, -0.469], [-1.425, -0.891, 2.628], [-0.898, 1.284, -0.389], [0.388, -0.734, 0.733], [-1.098, -1.446, 1.336], [-0.050, 0.939, -0.912]],
  "atomic_forces_ev_per_a": [[0.230, -0.876, -0.442], [-1.249, 0.400, 0.864], [-0.701, 1.319, -0.176], [0.134, 0.296, 0.626], [-0.810, -0.066, 0.916], [-0.957, -0.613, -0.046], [1.511, 0.431, -1.827], [1.844, -0.891, 0.084]],
  "mulliken_charge": [0.27, -0.17, 0.48, -0.35, 0.24, -0.30, 0.48, -0.65],
  "e_lumo_ha": -0.035,
  "homo_lumo_gap_ev": 8.6,
  "e_above_lowest_ev": 1.363,
  "total_energy_ev": -28012.052,
  "smiles": "C=C(Cl)OP=O"
}

---

[5]
{
  "formula": "C2H2ClO3",
  "method": "the ωB97M-V functional and the def2-TZVPD basis",
  "elements": ["O", "Cl", "H", "C", "O", "H", "O", "C"],
  "positions_angstrom": [[1.448, 0.843, 0.549], [-1.165, 1.692, 0.044], [1.210, 0.000, 0.990], [-0.567, -0.901, -0.022], [-1.635, -1.233, -0.501], [0.433, 0.592, -1.438], [0.215, -1.535, 0.740], [0.061, 0.541, -0.363]],
  "atomic_forces_ev_per_a": [[-4.186, -1.121, -2.337], [-0.221, 1.086, -0.103], [0.823, -0.365, 0.568], [2.336, -0.175, 0.994], [-0.622, 0.330, -0.628], [-0.719, 0.286, 1.473], [-0.315, 0.247, -0.077], [2.904, -0.288, 0.111]],
  "mulliken_charge": [-0.58, -0.19, 0.37, 0.56, -0.65, 0.21, -0.78, 0.06],
  "total_charge": -1,
  "e_lumo_ha": 0.139,
  "homo_lumo_gap_ev": 8.7,
  "e_above_lowest_ev": 1.160,
  "total_energy_ev": -20772.339,
  "smiles": "O=C([O-])[C@H](O)Cl"
}

---

[6]
{
  "formula": "C2H2ClO3P",
  "method": "the ωB97M-V functional and the def2-TZVPD basis",
  "elements": ["O", "H", "O", "H", "C", "P", "O", "C", "Cl"],
  "positions_angstrom": [[-0.611, -1.162, 0.732], [1.711, -1.142, 0.758], [-1.912, -0.999, -1.491], [2.152, 0.461, 0.012], [1.457, -0.188, 0.316], [-1.519, -0.184, -0.286], [-2.657, 0.550, 0.370], [0.231, 0.100, 0.143], [1.149, 2.564, -0.554]],
  "atomic_forces_ev_per_a": [[-1.037, 2.127, -1.194], [-0.009, -0.044, 0.203], [0.940, 0.980, -0.172], [2.799, 2.152, -1.006], [1.180, -1.837, 0.943], [-0.744, -2.437, 1.618], [1.228, 0.347, -0.146], [-4.632, -2.609, 0.185], [0.274, 1.321, -0.430]],
  "mulliken_charge": [-0.50, 0.26, -0.74, 0.30, -0.36, 0.86, -0.73, -0.18, -0.92],
  "total_charge": -2,
  "e_lumo_ha": 0.258,
  "homo_lumo_gap_ev": 7.6,
  "e_above_lowest_ev": 1.641,
  "total_energy_ev": -30059.994
}

---

[7]
{
  "formula": "C2H2ClP",
  "method": "the ωB97M-V functional and the def2-TZVPD basis",
  "elements": ["P", "Cl", "H", "C", "C", "H"],
  "positions_angstrom": [[-0.442, -1.692, 0.057], [-1.712, 1.240, -0.217], [2.283, 0.034, -1.442], [0.502, -0.414, -0.357], [-0.436, 0.251, 0.476], [-0.195, 0.580, 1.483]],
  "atomic_forces_ev_per_a": [[0.395, 0.832, -0.002], [-0.063, 0.170, -0.023], [-1.812, -0.375, 1.068], [1.554, -0.267, -1.032], [0.042, -0.289, 0.081], [-0.116, -0.070, -0.092]],
  "mulliken_charge": [0.02, -0.16, 0.17, -0.18, -0.17, 0.32],
  "e_lumo_ha": [-0.047, -0.022],
  "homo_lumo_gap_ev": [8.3, 8.3],
  "e_above_lowest_ev": 5.111,
  "total_energy_ev": -23911.217
}

---

[8]
{
  "formula": "C2H2CsLiO2",
  "method": "the ωB97M-V functional and the def2-TZVPD basis",
  "elements": ["C", "H", "O", "H", "C", "Cs", "Li", "O"],
  "positions_angstrom": [[2.311, -0.774, -0.420], [-3.513, 0.644, 1.572], [2.557, 1.597, 0.228], [2.994, -1.588, -0.641], [2.547, 0.440, -0.105], [-1.201, -1.612, -0.082], [-2.056, 2.514, 1.308], [-2.646, 0.863, 1.231]],
  "atomic_forces_ev_per_a": [[-0.091, -0.024, 0.037], [-0.070, -0.096, 0.014], [0.122, -0.019, -0.097], [-0.194, 0.363, 0.058], [-0.616, -0.480, 0.071], [0.516, 0.508, 0.130], [0.002, -0.743, -0.065], [0.332, 0.490, -0.148]],
  "mulliken_charge": [-0.80, 0.20, -0.63, 0.10, 0.45, 0.85, 0.85, -1.03],
  "e_lumo_ha": -0.033,
  "homo_lumo_gap_ev": 4.9,
  "e_above_lowest_ev": 0.000,
  "total_energy_ev": -6952.729
}

---

What did the second record say?
{
  "formula": "C2H2ClNS",
  "method": "the ωB97M-V functional and the def2-TZVPD basis",
  "elements": ["S", "Cl", "C", "N", "H", "H", "C"],
  "positions_angstrom": [[-1.283, 0.601, 0.982], [0.450, -1.842, 0.161], [1.136, 0.643, -0.216], [2.111, 1.272, -0.250], [-2.025, -0.420, 0.677], [-0.458, -0.062, -1.140], [0.071, -0.192, -0.214]],
  "atomic_forces_ev_per_a": [[1.920, -0.133, -0.623], [0.041, -0.443, 0.035], [5.189, 3.010, 0.023], [-1.446, -0.669, 0.082], [-1.030, -0.817, -0.078], [-0.099, -0.609, -0.599], [-4.575, -0.340, 1.160]],
  "mulliken_charge": [-0.14, -0.10, 0.08, -0.33, 0.15, 0.32, 0.02],
  "e_lumo_ha": 0.002,
  "homo_lumo_gap_ev": 10.3,
  "e_above_lowest_ev": 0.032,
  "total_energy_ev": -26952.820,
  "smiles": "N#C[C@H](S)Cl"
}